DFT (ωB97M-V/def2-TZVPD) results for a molecular structure, C30H45NO2P2Ti in a non-equilibrium geometry.

Geometry as ORCA input:
```
! wB97M-V def2-TZVPD RIJCOSX def2/J DEFGRID3
* xyz 0 3
P -1.10 1.99 0.03
P 0.01 0.22 -2.26
C -1.03 2.74 -1.67
C -1.12 1.62 -2.73
H -0.06 3.25 -1.74
H -1.81 3.49 -1.81
H -2.14 1.21 -2.75
H -0.89 2.00 -3.73
C 1.60 0.68 -3.05
H 2.28 -0.18 -2.99
H 2.06 1.50 -2.49
H 1.47 0.97 -4.09
C -0.57 -1.15 -3.34
H -0.66 -0.84 -4.38
H -1.53 -1.51 -2.97
H 0.15 -1.98 -3.26
C -0.53 3.35 1.12
H -0.68 3.13 2.18
H -1.07 4.27 0.85
H 0.54 3.52 0.94
C -2.90 1.94 0.40
H -3.36 1.14 -0.19
H -3.39 2.89 0.17
H -3.04 1.70 1.46
Ti 0.00 0.00 0.00
C -2.32 3.82 -6.04
C -1.04 4.15 -5.91
C -0.40 5.50 -5.65
C -1.31 6.61 -5.10
C -1.94 6.26 -3.77
C -3.06 5.56 -3.54
C -4.03 4.92 -4.50
C -3.55 4.70 -5.95
C 0.04 -0.19 2.11
H -2.53 2.76 -6.20
H -0.31 3.34 -6.00
H 0.07 5.85 -6.58
H 0.43 5.34 -4.95
H -0.69 7.51 -4.96
H -2.06 6.89 -5.84
H -1.39 6.60 -2.90
H -3.33 5.42 -2.49
H -4.96 5.52 -4.52
H -4.32 3.95 -4.08
H -4.36 4.21 -6.50
H -3.38 5.66 -6.44
H -0.23 -1.21 2.40
H -0.62 0.51 2.64
H 1.07 -0.01 2.45
C -1.90 -5.83 1.92
C -1.17 -4.79 2.74
C -1.83 -4.25 3.85
C -1.23 -3.29 4.63
C 0.05 -2.84 4.31
C 0.76 -3.34 3.20
N 2.04 -2.71 2.96
C 3.10 -3.10 2.11
C 4.12 -3.87 2.69
C 5.29 -4.16 1.99
C 5.47 -3.65 0.71
C 4.48 -2.86 0.12
C 3.28 -2.58 0.79
C 2.33 -1.65 0.11
O 2.84 -0.61 -0.52
O 1.02 -1.71 0.25
C 0.15 -4.36 2.39
C 0.79 -5.01 1.19
H -2.02 -5.48 0.88
H -1.34 -6.79 1.93
H -2.92 -6.04 2.32
H -2.84 -4.57 4.11
H -1.75 -2.87 5.48
H 0.48 -2.07 4.94
H 2.35 -2.08 3.71
H 4.01 -4.23 3.71
H 6.07 -4.75 2.46
H 6.39 -3.86 0.18
H 4.67 -2.46 -0.87
H 0.18 -4.81 0.28
H 1.80 -4.70 0.94
H 0.85 -6.10 1.35
*
```

The HOMO-LUMO gap (spin up / spin down) comes out at 6.891 / 7.296 eV. Its expectation value of S² is 2.00. The calculation puts the largest force on an atom at 5.0 eV Å⁻¹. The calculation puts the lowest unoccupied orbital energy (spin up / spin down) at 0.35 / 0.11 eV.